20
Properties=species:S:1:pos:R:3:forces:R:3 method="wB97M-V/def2-TZVPD" e_lumo_ev=1.090 gap_ha=0.3437 homo_energy_ev=-8.26 de_lowest_kcal_mol=58.04 total_charge=0
C 1.692035 -0.616455 0.076797 -0.008 -0.231 -0.524
C 1.506004 -0.778124 -1.227879 -0.143 0.016 -0.014
C 2.882609 -2.328589 1.024471 0.226 -0.029 -0.124
N 2.811146 -1.098324 0.770053 -0.123 0.479 0.500
H 0.982669 -0.044881 0.665986 -0.019 -0.143 0.175
H 2.264953 -1.205536 -1.868651 -0.042 -0.238 0.057
H 0.573935 -0.473221 -1.682794 0.124 0.258 -0.070
H 3.720078 -2.678116 1.623273 0.024 -0.128 -0.125
H 2.153448 -3.055496 0.654982 -0.083 0.021 0.121
C -3.613629 0.109542 -0.132638 -0.012 0.215 -0.044
C -2.375429 0.517178 -0.392787 0.179 -0.250 0.222
N -1.635266 1.402562 0.386118 -0.246 0.164 -0.166
C -0.790231 2.361576 -0.314568 0.356 -0.358 0.394
H -4.164344 0.543593 0.694014 -0.111 -0.070 -0.041
H -4.095075 -0.630825 -0.750539 -0.002 -0.090 0.058
H -1.799347 0.060370 -1.192205 -0.072 0.157 -0.152
H -2.196069 1.814419 1.118755 0.041 0.066 0.002
H -0.129517 2.821601 0.421212 0.065 0.052 -0.121
H -0.172291 1.785326 -1.004326 0.071 0.225 -0.102
H -1.303786 3.158688 -0.858640 -0.225 -0.116 -0.047

=====

60
Properties=species:S:1:pos:R:3:forces:R:3 method="wB97M-V/def2-TZVPD" e_lumo_ev=0.204 gap_ha=0.3675 homo_energy_ev=-9.80 de_lowest_kcal_mol=72.80 total_charge=0
C -0.095091 -7.137661 -1.045536 2.375 -0.770 -1.873
C 0.819639 -6.434441 -2.173666 -2.203 0.715 1.739
O 0.774559 -7.122871 -3.359806 0.037 -1.529 -1.297
O 0.425939 -6.621001 0.162864 -0.456 0.393 0.101
H 0.122249 -8.192771 -1.211656 0.462 -0.393 0.524
H -1.167721 -7.157621 -1.238356 -0.199 1.198 0.317
H 1.838969 -6.322191 -1.804256 -0.161 0.057 0.347
H 0.322739 -5.485921 -2.377356 0.473 0.687 0.453
H 1.502939 -6.834571 -3.914736 -0.070 -0.056 -0.053
H 0.194219 -7.121391 0.948684 -0.263 -0.252 -0.237
C 4.371168 -0.546341 -4.152826 -0.045 -0.575 -0.531
C 3.043269 -1.282121 -3.829766 1.340 2.602 1.724
O 2.365339 -1.792561 -4.886606 -0.669 -0.991 -2.132
O 5.478948 -1.416741 -4.101996 0.501 -0.205 -0.084
H 4.616349 0.332529 -3.556526 -0.291 -0.422 0.765
H 4.292858 -0.091911 -5.140476 -0.311 -0.187 -0.456
H 2.497689 -0.416031 -3.455166 -0.861 -0.496 0.524
H 3.164269 -2.094411 -3.113086 0.354 0.536 0.698
H 2.737459 -2.665751 -5.030386 -0.286 -0.132 -0.421
H 5.343409 -2.061351 -4.800356 0.252 -0.125 -0.065
C 0.315499 -1.410941 0.604874 -0.205 0.586 -0.325
C 1.179549 -0.134441 0.467384 1.269 0.625 0.017
O 0.652209 0.874869 -0.434986 -0.558 -1.164 0.215
O 0.935599 -2.444801 1.351684 0.938 0.331 0.215
H 0.125189 -1.755241 -0.411656 -0.421 0.046 -0.035
H -0.592181 -1.166451 1.156644 -0.372 0.297 -0.503
H 2.172599 -0.332251 0.063894 -0.024 -0.820 -0.224
H 1.461239 0.268929 1.440024 -0.653 0.214 0.290
H 0.648839 1.769299 -0.086296 0.100 -0.231 0.522
H 0.596389 -3.302831 1.086534 -0.064 0.096 -0.190
C -3.308462 5.432889 -1.583296 -1.483 -0.604 -0.198
C -2.527021 5.854009 -2.798416 -0.627 -0.029 0.039
O -1.285801 6.359689 -2.429256 1.098 0.537 0.003
O -3.821291 6.525719 -0.840816 0.126 0.793 0.224
H -2.822661 4.774709 -0.862956 0.551 -0.105 -0.433
H -4.201602 4.930479 -1.954766 0.131 -0.681 -0.196
H -3.111211 6.601929 -3.334536 -0.185 0.233 0.089
H -2.421721 5.055109 -3.532436 0.241 -0.423 0.288
H -1.321831 7.315959 -2.505806 0.165 0.002 0.119
H -4.777481 6.469269 -0.904946 0.100 0.285 0.171
C 0.985409 6.213329 1.875234 0.567 -0.236 0.205
C -0.168201 7.067759 2.392094 -0.053 -0.370 -1.216
O -0.774721 7.917809 1.344084 1.102 -0.556 1.454
O 0.586559 5.192559 0.998434 -0.614 -0.121 -1.380
H 1.460339 5.552809 2.600674 -0.007 0.956 1.110
H 1.766419 6.833089 1.434754 0.044 0.158 -0.115
H 0.218359 7.698609 3.192524 -0.317 0.272 -0.167
H -0.865051 6.331149 2.791994 -0.500 0.370 0.102
H -1.336811 7.407819 0.756234 -0.064 -0.417 0.142
H 0.609639 5.548049 0.106984 -0.268 -0.110 -0.257
C -1.952531 -4.355791 5.466584 -0.128 0.782 0.569
C -1.953662 -2.817881 5.564734 -0.250 -0.334 -0.828
O -2.612781 -2.358231 6.700554 -0.168 -0.246 0.682
O -3.371172 -4.797741 5.654124 2.257 0.528 -0.576
H -1.276611 -4.793081 6.201434 -0.500 -0.107 0.585
H -1.433651 -4.591571 4.537464 -0.858 -0.358 -0.582
H -2.541992 -2.464391 4.717964 0.197 0.053 -0.568
H -0.974031 -2.342151 5.518834 0.164 -0.420 -0.005
H -3.402991 -2.900581 6.645594 -0.637 0.160 0.705
H -3.507541 -5.562321 5.089844 -0.068 -0.049 0.008

=====

7
Properties=species:S:1:pos:R:3:forces:R:3 method="wB97M-V/def2-TZVPD" e_lumo_ev=0.384 gap_ha=0.3436 homo_energy_ev=-8.97 de_lowest_kcal_mol=68.94 total_charge=0
C 0.363723 0.338339 0.252995 5.725 -0.925 0.735
N 1.121177 1.255725 -0.212206 -2.313 -1.449 0.187
P -1.425548 0.395075 0.191893 -0.173 3.236 -1.411
H 1.258662 -0.909903 1.098553 -2.324 2.326 -1.726
H 2.140357 1.208655 -0.290475 -0.595 -0.483 0.715
H -1.856400 -0.824684 0.016862 -0.249 -3.136 0.230
H -1.423668 0.482284 -1.290177 -0.070 0.430 1.269

=====

15
Properties=species:S:1:pos:R:3:forces:R:3 method="wB97M-V/def2-TZVPD" e_lumo_ev=0.433 gap_ha=0.4084 homo_energy_ev=-10.68 de_lowest_kcal_mol=0.00 total_charge=0
C -2.241064 -1.425189 -0.772593 1.380 1.061 -0.681
O 2.330363 -0.835266 0.992333 -1.005 2.177 1.088
O 1.874798 1.829008 1.418095 -0.601 -2.137 -1.131
O 2.083297 0.856421 -1.230034 -0.785 -1.071 2.055
O -0.011328 0.232591 0.101652 2.870 -0.550 0.808
Si -1.584900 0.326401 -0.148479 -0.022 -1.877 -1.733
Si 1.599255 0.451450 0.345418 -1.022 2.243 -0.238
H -2.463917 -1.571899 -1.841411 0.053 0.610 0.266
H -1.546378 -2.253296 -0.559841 -0.071 0.500 0.386
H -3.138298 -1.575295 -0.244023 -1.262 -0.485 0.721
H 2.719738 -1.615615 0.702367 0.755 -1.670 -1.071
H 1.472125 1.846880 2.314588 0.388 -0.339 -1.127
H 2.746574 1.520200 -1.201012 1.073 0.972 -0.268
H -1.750262 1.499233 -0.959478 -0.497 0.409 -0.960
H -2.090006 0.714372 1.082411 -1.254 0.158 1.884

=====

121
Properties=species:S:1:pos:R:3:forces:R:3 method="wB97M-V/def2-TZVPD" e_lumo_ev=-2.139 gap_ha=0.2203 homo_energy_ev=-8.13 de_lowest_kcal_mol=43.06 total_charge=+1
Cd -1.006928 -0.469456 -1.459808 0.718 0.239 0.807
C -5.983783 -3.472060 -5.760095 0.093 0.052 0.004
C -5.044893 -2.562094 -5.015557 -0.100 0.005 -0.029
C -4.974778 -1.202345 -5.315418 0.028 0.000 0.033
C -4.084037 -0.382449 -4.668186 0.056 -0.102 0.081
C -3.209385 -0.833236 -3.651695 0.152 0.025 0.018
N -2.287723 0.025852 -3.087075 -0.715 0.180 -0.773
C -2.564000 1.374187 -2.989018 -0.029 0.068 -0.219
C -3.835641 1.919328 -2.723625 0.112 -0.019 0.062
C -4.033085 3.278276 -2.586541 0.040 0.013 -0.040
C -2.986900 4.194372 -2.712940 -0.018 0.029 0.045
C -3.208472 5.676401 -2.559496 0.044 -0.084 -0.042
C -1.722228 3.681900 -2.953459 0.034 -0.032 0.052
C -1.510606 2.313570 -3.074038 -0.326 -0.056 0.062
N -0.178025 1.848578 -3.285052 0.032 0.043 -0.159
C 0.646514 2.153466 -4.300042 0.153 -0.106 0.006
C 1.821653 1.457262 -4.105226 -0.027 0.048 -0.025
C 1.618311 0.735120 -2.927075 0.066 0.154 -0.042
N 0.409309 0.987465 -2.428141 0.377 0.157 -0.073
C -3.278834 -2.219604 -3.365849 -0.174 0.307 -0.308
C -4.178406 -3.038825 -4.056665 0.100 -0.021 0.047
N -2.445220 -2.892539 -2.407907 -0.132 -0.153 0.195
C -2.707080 -4.083056 -1.830044 0.105 -0.022 0.156
C -1.579255 -4.489460 -1.148383 0.006 -0.031 -0.011
C -0.660527 -3.463207 -1.350560 -0.230 -0.154 -0.148
N -1.190248 -2.503792 -2.108991 0.292 -0.926 -0.264
H -6.965478 -3.010244 -5.866223 -0.024 -0.040 -0.006
H -5.603372 -3.675375 -6.763523 -0.050 -0.037 -0.010
H -6.105865 -4.424855 -5.246366 -0.016 -0.011 -0.009
H -5.612491 -0.789568 -6.088844 0.000 0.006 -0.002
H -4.020075 0.656970 -4.956100 -0.014 0.034 0.001
H -4.667515 1.239912 -2.600178 -0.012 -0.015 -0.012
H -5.032060 3.645277 -2.378064 -0.003 -0.006 0.012
H -4.272102 5.902730 -2.503862 -0.001 0.039 0.006
H -2.731922 6.056662 -1.652837 -0.022 0.029 0.001
H -2.788919 6.223867 -3.404670 -0.022 0.040 0.010
H -0.875063 4.354411 -3.045306 0.032 -0.042 0.035
H 0.349117 2.827376 -5.085249 -0.098 -0.003 0.036
H 2.691735 1.454905 -4.737247 -0.001 0.021 0.000
H 2.278875 0.048734 -2.422528 -0.078 -0.049 0.067
H -4.184359 -4.101509 -3.852982 0.034 -0.006 -0.020
H -3.661797 -4.568400 -1.911774 -0.030 0.072 -0.072
H -1.449053 -5.401270 -0.592726 -0.028 0.016 0.014
H 0.359914 -3.368233 -1.021671 0.067 0.073 0.049
O 2.576348 -1.458794 -0.924158 -0.060 0.199 -0.239
P 3.061376 -2.367271 0.138875 0.086 -0.549 0.552
C 1.883704 -2.518995 1.544741 0.130 0.557 -0.395
P 0.996496 -0.936534 1.786104 0.109 -0.275 0.582
O 0.103097 -0.556943 0.663273 0.002 -0.013 -0.333
C 2.238756 0.354732 2.049440 -0.110 -0.007 0.000
C 2.313522 1.385086 1.117958 -0.026 -0.122 -0.101
C 3.236326 2.408299 1.289586 0.011 0.026 0.012
C 4.085686 2.396725 2.389235 -0.034 0.076 -0.046
C 4.009428 1.368603 3.322072 0.043 -0.048 0.102
C 3.082590 0.351923 3.157172 -0.057 -0.040 -0.036
C 0.171897 -1.125534 3.385411 0.186 0.043 -0.227
C -0.366785 0.020045 3.962464 0.121 -0.033 0.062
C -1.038108 -0.056209 5.168096 0.018 0.016 0.027
C -1.156342 -1.278438 5.815927 -0.027 -0.004 -0.012
C -0.616849 -2.422698 5.249914 -0.034 -0.055 0.013
C 0.034774 -2.350357 4.027969 0.012 0.018 -0.068
C 3.297167 -4.065158 -0.439362 -0.081 0.253 0.027
C 3.675628 -4.218826 -1.771241 -0.015 0.033 0.010
C 3.803174 -5.487539 -2.312562 0.034 -0.014 -0.003
C 3.550161 -6.603476 -1.526626 -0.014 0.011 -0.006
C 3.180113 -6.453526 -0.197523 0.018 -0.062 0.046
C 3.056575 -5.186163 0.350144 0.011 0.052 -0.017
C 4.616035 -1.807588 0.877364 -0.127 -0.033 -0.148
C 5.206445 -2.438319 1.969039 -0.032 -0.004 -0.018
C 6.423716 -1.985772 2.450189 0.026 -0.054 0.089
C 7.056870 -0.909080 1.842764 -0.023 0.051 -0.033
C 6.468161 -0.276892 0.757113 0.053 0.008 0.037
C 5.249834 -0.727808 0.272277 -0.086 0.044 -0.023
H 2.412562 -2.791237 2.458855 -0.030 -0.041 0.020
H 1.127197 -3.269758 1.308107 -0.001 -0.033 0.024
H 1.660115 1.356860 0.252998 0.095 0.039 0.011
H 3.310095 3.199875 0.553225 0.007 -0.012 -0.024
H 4.817050 3.185104 2.513632 0.048 -0.002 0.001
H 4.682387 1.355090 4.169430 0.006 -0.002 0.011
H 3.005427 -0.447110 3.886548 0.059 0.033 0.038
H -0.249690 0.963961 3.445363 0.009 -0.029 0.184
H -1.488591 0.825822 5.606495 0.012 0.012 -0.029
H -1.684278 -1.340774 6.758253 0.014 -0.003 0.010
H -0.712663 -3.374372 5.755084 -0.020 -0.004 -0.013
H 0.425800 -3.251225 3.573079 -0.016 -0.030 0.078
H 3.846887 -3.336387 -2.375724 -0.027 -0.038 -0.045
H 4.090990 -5.607519 -3.348396 -0.005 0.006 0.000
H 3.634047 -7.594028 -1.953572 0.011 -0.003 0.006
H 2.980045 -7.325738 0.410843 0.013 0.001 0.001
H 2.764011 -5.075784 1.387766 -0.021 -0.042 -0.005
H 4.726362 -3.289724 2.439606 0.032 -0.022 -0.007
H 6.888397 -2.477359 3.295020 -0.011 -0.013 -0.007
H 8.015450 -0.569007 2.212417 -0.008 0.006 0.015
H 6.961801 0.561807 0.283348 0.001 -0.009 -0.005
H 4.773743 -0.251942 -0.576318 0.019 0.020 0.001
N -1.076287 2.410478 0.274038 0.477 0.540 0.640
C -1.893176 1.887755 1.381697 0.101 -0.050 -0.554
C -3.054261 2.838194 1.648607 0.056 0.272 0.137
C -2.722825 4.339377 1.800295 0.364 -0.466 0.236
C -2.209719 4.847761 3.167057 -0.305 0.221 -0.393
N -1.059961 4.229967 3.852526 0.382 -0.453 -0.505
C 0.212820 4.168723 3.456117 -0.654 -0.480 1.544
N 0.584627 4.505964 2.229389 -0.714 -1.601 -3.028
N 1.131930 3.782314 4.366006 -0.051 0.287 -0.366
C -2.433421 0.453629 1.092295 0.277 0.441 0.121
O -2.669219 -0.249528 2.064936 -0.246 -0.108 0.031
O -2.555009 0.180591 -0.149058 -0.613 -0.016 0.646
H -0.421584 1.689004 -0.017598 -0.137 0.132 0.009
H -1.677944 2.596265 -0.527137 0.091 -0.018 0.023
H -1.260815 1.787437 2.260909 -0.005 0.185 0.020
H -3.593731 2.487512 2.530891 -0.091 -0.067 -0.025
H -3.728628 2.739641 0.792654 -0.095 0.049 0.039
H -3.659963 4.882647 1.661864 0.058 0.127 -0.010
H -2.054151 4.667276 1.005535 0.033 -0.040 -0.062
H -3.034715 4.740941 3.869361 0.088 0.049 0.137
H -1.987015 5.913478 3.070477 -0.078 -0.013 0.006
H -1.233160 3.940537 4.799690 -0.052 -0.159 -0.008
H 0.135084 3.864675 1.394738 0.504 1.668 1.834
H 1.588856 4.570593 2.122579 -0.045 -0.113 -0.106
H 0.880937 3.559751 5.313412 -0.006 0.101 0.023
H 2.069088 3.559925 4.068042 -0.055 -0.131 -0.044

=====

Number 1: electronic energy -9394.33289 eV. Number 2: electronic energy -37592.05914 eV. Number 3: electronic energy -11876.52101 eV. Number 4: electronic energy -25117.92915 eV. Number 5: electronic energy -98505.50860 eV.